Computed, not measured: 2 unconnected molecules or ions with the total composition C9H16N3O, with the ωB97M-V functional and the def2-TZVPD basis.

<S²>: 0.75
Molecular weight: 182.25 g mol⁻¹
LUMO energy (spin up / spin down): 0.8390 / 0.7862 eV
Calculated total energy: -16108.022 eV
HOMO (spin up / spin down): -3.5699 / -8.5787 eV
Max |F|: 2.0 eV/Å
Frontier orbital gap (spin up / spin down): 4.41 / 9.36 eV
Multiplicity: 2

Structure (XYZ):
```
29
C9H16N3O | the Open Molecules 2025 dataset | the ωB97M-V functional and the def2-TZVPD basis
C -1.76 -0.97 -1.64
C -2.04 -1.48 0.75
N -2.24 -0.63 -0.32
N -2.11 -2.85 0.57
N -1.90 -0.99 2.02
H -2.38 0.32 -0.08
H -1.94 -3.27 -0.32
H -1.67 -3.39 1.34
H -1.43 -0.09 2.13
H -2.45 -1.33 2.77
H -1.88 -0.14 -2.33
H -2.39 -1.73 -2.07
H -0.71 -1.26 -1.56
C 1.58 1.25 -3.02
C 1.38 2.22 -0.71
C 1.63 1.12 -1.51
C 1.14 2.06 0.65
C 1.71 -0.14 -0.91
C 1.19 0.80 1.22
C 1.53 -0.30 0.46
O 0.82 0.70 2.55
H 1.46 3.22 -1.11
H 0.97 2.89 1.30
H 2.12 0.48 -3.53
H 1.95 2.21 -3.34
H 2.08 -0.97 -1.49
H 1.89 -1.19 0.95
H 1.38 0.07 3.00
H 0.55 1.22 -3.32
```

These are the Löwdin partial charges, in e, on atoms 1 to 5: atom 1 (C): -0.12, atom 2 (C): -0.55, atom 3 (N): -0.05, atom 4 (N): 0.08, atom 5 (N): 0.09



Computed, not measured: 2 unconnected molecules or ions with the total composition C5H6BrNS2, with the ωB97M-V functional and the def2-TZVPD basis.

Molecular weight: 224.15 g mol⁻¹
LUMO energy (spin up / spin down): -0.1769 / -1.3958 eV
Calculated total energy: -98480.000 eV
HOMO (spin up / spin down): -8.9705 / -7.8652 eV
Max |F|: 2.8 eV/Å
Frontier orbital gap (spin up / spin down): 8.79 / 6.47 eV

Structure (XYZ):
```
15
C5H6BrNS2 | the Open Molecules 2025 dataset | the ωB97M-V functional and the def2-TZVPD basis
C 0.49 1.87 -0.60
C 1.52 2.68 -0.37
C 0.82 0.55 -0.42
C 2.04 0.36 0.10
C -1.63 -0.92 0.95
N -1.74 -3.07 -0.52
S 2.96 1.92 0.17
S -1.71 -1.54 -0.74
Br 2.96 -1.30 0.39
H -0.41 1.97 -1.17
H 1.52 3.77 -0.45
H -2.43 -1.53 1.46
H -1.62 0.22 1.06
H -0.64 -1.28 1.41
H -2.14 -3.70 -1.26
```

These are the Löwdin partial charges, in e, on atoms 1 to 5: atom 1 (C): -0.24, atom 2 (C): -0.46, atom 3 (C): -0.16, atom 4 (C): -0.98, atom 5 (C): -0.41



Computed, not measured: a molecular structure, C28H29ClN6O2S4Ti, with the ωB97M-V functional and the def2-TZVPD basis.

Total charge: +1
<S²>: 0.75
Molecular weight: 693.17 g mol⁻¹
LUMO energy (spin up / spin down): -3.5495 / -3.7817 eV
Calculated total energy: -121517.339 eV
HOMO (spin up / spin down): -10.9551 / -10.9519 eV
Max |F|: 1.9 eV/Å
Frontier orbital gap (spin up / spin down): 7.41 / 7.17 eV
Multiplicity: 2

Structure (XYZ):
```
71
C28H29ClN6O2S4Ti | the Open Molecules 2025 dataset | the ωB97M-V functional and the def2-TZVPD basis
Ti -0.61 1.08 -0.73
C -2.51 -0.21 2.76
C -1.03 -0.34 3.12
S -0.01 -1.28 1.97
C -0.71 -2.93 2.16
C -0.08 -3.92 1.20
S -0.34 -3.57 -0.55
C -2.10 -3.93 -0.68
C -2.71 -3.24 -1.90
S -2.68 -1.44 -1.92
C -4.16 -1.01 -0.99
C -4.02 -0.90 0.53
S -2.86 0.38 1.09
H -2.99 0.44 3.49
H -3.00 -1.18 2.85
H -0.96 -0.75 4.12
H -0.57 0.65 3.16
H -1.78 -2.89 2.00
H -0.54 -3.25 3.19
H -0.45 -4.92 1.44
H 1.01 -3.96 1.33
H -2.62 -3.61 0.22
H -2.25 -5.01 -0.78
H -3.75 -3.57 -2.02
H -2.19 -3.57 -2.80
H -4.93 -1.76 -1.19
H -4.54 -0.09 -1.43
H -3.68 -1.84 0.94
H -5.00 -0.67 0.94
Cl 3.43 -0.74 -6.46
C 2.50 -0.57 -5.01
C 2.07 -1.72 -4.33
C 1.33 -1.64 -3.17
C 1.01 -0.38 -2.65
O 0.32 -0.30 -1.51
C 1.44 0.77 -3.33
C 1.16 2.08 -2.82
O 0.49 2.30 -1.80
C 2.20 0.67 -4.51
H 2.32 -2.69 -4.73
H 1.01 -2.52 -2.63
H 1.57 2.94 -3.36
H 2.53 1.56 -5.02
C -0.04 4.65 1.49
C -0.66 3.59 0.87
N -0.18 2.33 0.96
C 0.94 2.11 1.65
C 1.66 3.13 2.27
C 1.13 4.41 2.19
C 2.89 2.89 3.05
C 3.89 2.03 2.86
C 4.19 1.10 1.75
C 5.30 0.28 1.86
C 5.57 -0.57 0.80
N 4.82 -0.60 -0.30
C 3.79 0.24 -0.30
N 3.42 1.08 0.65
H -0.46 5.64 1.41
H -1.57 3.72 0.29
H 1.28 1.08 1.71
H 1.64 5.22 2.69
H 2.97 3.52 3.93
H 4.66 2.05 3.62
H 5.93 0.30 2.73
H 6.42 -1.24 0.83
H 3.17 0.23 -1.19
N -2.26 1.72 -1.63
C -3.38 2.13 -1.59
N -4.52 2.62 -1.65
C -5.51 2.14 -0.90
N -6.39 1.74 -0.26
```

These are the Löwdin partial charges, in e, on atoms 1 to 5: atom 1 (Ti): 0.95, atom 2 (C): -0.49, atom 3 (C): -0.53, atom 4 (S): 0.86, atom 5 (C): -0.52



Computed, not measured: a molecular structure, C17H14BrFIN2O7, with the ωB97M-V functional and the def2-TZVPD basis.

Total charge: +1
Molecular weight: 584.11 g mol⁻¹
LUMO energy: -4.8601 eV
Calculated total energy: -116021.145 eV
HOMO: -11.9759 eV
Max |F|: 1.3 eV/Å
Frontier orbital gap: 7.12 eV

Structure (XYZ):
```
43
C17H14BrFIN2O7 | the Open Molecules 2025 dataset | the ωB97M-V functional and the def2-TZVPD basis
C -1.96 0.64 -0.92
C -1.71 -0.83 -0.57
C -2.02 -1.14 0.91
Br -1.29 -2.86 1.48
N -1.62 -0.06 1.84
C -2.58 0.57 2.55
N -3.95 0.23 2.37
C -4.33 -0.73 3.06
O -4.72 -1.70 3.54
C -2.30 1.57 3.46
C -0.98 1.95 3.68
C -0.60 3.00 4.69
O -1.05 2.95 5.80
O 0.23 3.95 4.24
I 1.69 4.43 5.54
C 0.00 1.31 2.91
F 1.25 1.66 3.10
C -0.32 0.32 2.00
C 0.83 -0.28 1.22
H -1.87 0.81 -1.99
H -3.01 0.86 -0.68
H -1.36 1.35 -0.34
H -0.75 -1.21 -0.89
H -2.46 -1.41 -1.12
H -3.09 -1.28 0.97
H -3.08 2.06 4.02
H 0.99 -1.33 1.44
H 0.69 -0.09 0.14
H 1.74 0.24 1.49
C 2.66 0.05 -4.78
C 2.02 0.15 -3.61
C 2.02 -0.96 -2.60
O 1.43 -0.79 -1.54
C 2.72 -2.18 -2.93
C 3.36 -2.30 -4.10
C 3.38 -1.18 -5.10
O 4.00 -1.34 -6.13
O 4.01 -3.39 -4.45
O 1.34 1.25 -3.26
H 2.66 0.84 -5.51
H 2.70 -2.98 -2.20
H 4.39 -3.22 -5.34
H 0.97 1.07 -2.38
```

These are the Löwdin partial charges, in e, on atoms 1 to 5: atom 1 (C): -0.06, atom 2 (C): -0.25, atom 3 (C): -0.61, atom 4 (Br): 0.82, atom 5 (N): 0.04



Computed, not measured: a single C3H8Cl2NO2P molecule, with the ωB97M-V functional and the def2-TZVPD basis.

Molecular weight: 191.98 g mol⁻¹
LUMO energy: 0.6381 eV
Calculated total energy: -43160.558 eV
Structure (SMILES): CCO[P@](N)(=O)C(Cl)Cl
HOMO: -10.7553 eV
Max |F|: 4.7 eV/Å
Frontier orbital gap: 11.39 eV

Structure (XYZ):
```
17
C3H8Cl2NO2P | the Open Molecules 2025 dataset | the ωB97M-V functional and the def2-TZVPD basis
C 2.48 0.77 -0.24
C 1.07 0.81 0.31
O 0.22 0.56 -0.82
P -1.04 -0.41 -0.78
N -0.39 -1.87 -0.07
O -1.80 -0.37 -2.01
C -2.02 0.19 0.67
Cl -2.65 1.76 0.16
Cl -3.36 -0.95 0.98
H 2.66 -0.20 -0.40
H 2.56 1.39 -1.25
H 3.29 1.13 0.35
H 0.71 1.78 0.50
H 1.02 0.14 1.28
H -1.12 -2.42 0.37
H 0.03 -2.48 -0.77
H -1.66 0.16 1.72
```

These are the Löwdin partial charges, in e, on atoms 1 to 5: atom 1 (C): -0.07, atom 2 (C): -0.28, atom 3 (O): -0.26, atom 4 (P): 0.38, atom 5 (N): -0.05